Below is a cluster of 4 separate species, C28H60BrNO6S in total at a distorted geometry, with properties calculated with ωB97M-V/def2-TZVPD.

Each atom is followed by the atoms it is bonded to, with distances in Å.
Geometry (Å):
1 C -4.19041 -1.83980 2.48530  C2 1.337, H23 1.081, H24 1.081
2 C -3.93742 -0.67860 1.87336  C1 1.337, C3 1.513, H25 1.083
3 C -3.11431 -0.60481 0.60578  C2 1.513, C4 1.531, H26 1.091, H27 1.085
4 C -3.07444 0.80854 0.01774  C3 1.531, C5 1.551, C18 1.528, H28 1.089
5 C -4.47666 1.27958 -0.44793  C4 1.551, C6 1.533, C10 1.563, H29 1.089
6 C -5.10591 0.41637 -1.54718  C5 1.533, C7 1.544, H30 1.085, H31 1.087
7 C -6.62041 0.23061 -1.31022  C6 1.544, C8 1.528, H32 1.093, H33 1.090
8 C -7.38486 -0.07875 -2.59646  C7 1.528, C9 1.548, H34 1.088, H35 1.087
9 C -7.09268 -1.51614 -3.09275  C8 1.548, H36 1.087, H37 1.084, H38 1.087
10 C -4.49344 2.80946 -0.76849  C5 1.563, C11 1.540, S14 1.792, H39 1.087
11 C -5.37620 3.22835 -1.95864  C10 1.540, C12 1.550, H40 1.087, H41 1.081
12 C -5.89019 4.67824 -1.76919  C11 1.550, C13 1.540, H42 1.085, H43 1.085
13 C -7.29287 4.63979 -1.13454  C12 1.540, H44 1.091, H45 1.090, H46 1.085
14 S -2.83627 3.42025 -1.07080  C10 1.792, O15 1.435, O16 1.431, O17 1.604
15 O -2.18981 3.67750 0.18462  S14 1.435
16 O -2.84318 4.49096 -2.02083  S14 1.431
17 O -2.15648 2.17172 -1.81340  S14 1.604, C18 1.416
18 C -1.98931 0.99619 -1.04127  C4 1.528, O17 1.416, Br19 2.024, N20 1.435
19 Br -2.03179 -0.47870 -2.42615  C18 2.024
20 N -0.69291 0.98865 -0.42662  C18 1.435, C21 1.482, H47 1.012
21 C 0.39194 1.54610 -1.26861  N20 1.482, C22 1.533, H48 1.086, H49 1.086
22 C 1.70345 0.81926 -0.95006  C21 1.533, H50 1.084, H51 1.086, H52 1.091
23 H -4.67449 -1.86006 3.45196  C1 1.081
24 H -3.91501 -2.79531 2.06152  C1 1.081
25 H -4.28764 0.26666 2.26791  C2 1.083
26 H -2.09123 -0.85343 0.89351  C3 1.091
27 H -3.40896 -1.34680 -0.12903  C3 1.085
28 H -2.81031 1.45145 0.85604  C4 1.089
29 H -5.10426 1.15205 0.43287  C5 1.089
30 H -4.66901 -0.57624 -1.50867  C6 1.085
31 H -4.91041 0.79106 -2.54818  C6 1.087
32 H -6.99623 1.15741 -0.86830  C7 1.093
33 H -6.78030 -0.53389 -0.54954  C7 1.090
34 H -7.05239 0.64097 -3.34144  C8 1.088
35 H -8.44732 0.05534 -2.40903  C8 1.087
36 H -6.43690 -2.01316 -2.38245  C9 1.087
37 H -7.99841 -2.09867 -3.21637  C9 1.084
38 H -6.56282 -1.46760 -4.04040  C9 1.087
39 H -4.82615 3.36288 0.10613  C10 1.087
40 H -4.78645 3.21440 -2.87114  C11 1.087
41 H -6.24800 2.59471 -2.04572  C11 1.081
42 H -5.24185 5.21194 -1.08139  C12 1.085
43 H -5.96856 5.18536 -2.72473  C12 1.085
44 H -7.94190 4.02911 -1.76346  C13 1.091
45 H -7.24200 4.13865 -0.16790  C13 1.090
46 H -7.73882 5.62555 -1.05286  C13 1.085
47 H -0.45968 0.01336 -0.28989  N20 1.012
48 H 0.18039 1.45516 -2.33004  C21 1.086
49 H 0.51123 2.58532 -0.97674  C21 1.086
50 H 2.53382 1.50962 -0.85377  C22 1.084
51 H 1.90234 0.06077 -1.70198  C22 1.086
52 H 1.63750 0.29088 0.00206  C22 1.091
53 C 4.86342 3.40524 -3.51512  C54 1.519, H58 1.091, H59 1.090, H60 1.091
54 C 4.42940 2.12526 -4.20870  C53 1.519, O55 1.415, H61 1.090, H62 1.096
55 O 3.05132 1.83550 -4.07359  C54 1.415, C56 1.417
56 C 2.15328 2.80040 -4.59276  O55 1.417, C57 1.519, H63 1.096, H64 1.090
57 C 2.30794 3.05492 -6.08207  C56 1.519, H65 1.091, H66 1.090, H67 1.091
58 H 4.61354 3.36821 -2.45385  C53 1.091
59 H 5.94129 3.53716 -3.61472  C53 1.090
60 H 4.38175 4.28639 -3.94072  C53 1.091
61 H 4.94525 1.27634 -3.75926  C54 1.090
62 H 4.71601 2.14240 -5.26645  C54 1.096
63 H 2.23180 3.73799 -4.03071  C56 1.096
64 H 1.15795 2.40160 -4.39557  C56 1.090
65 H 3.28645 3.46950 -6.32835  C57 1.091
66 H 1.55277 3.76532 -6.41913  C57 1.090
67 H 2.18907 2.12623 -6.64181  C57 1.091
68 C 4.79605 -2.11243 2.13579  C69 1.518, H73 1.091, H74 1.091, H75 1.091
69 C 3.36047 -2.60721 2.14667  C68 1.518, O70 1.416, H76 1.090, H77 1.096
70 O 2.74348 -2.62323 0.87246  C69 1.416, C71 1.415
71 C 3.35534 -3.43885 -0.10938  O70 1.415, C72 1.519, H78 1.096, H79 1.090
72 C 3.42439 -4.91048 0.26112  C71 1.519, H80 1.091, H81 1.090, H82 1.091
73 H 4.85293 -1.11049 1.70798  C68 1.091
74 H 5.19019 -2.08084 3.15256  C68 1.091
75 H 5.44882 -2.76096 1.55017  C68 1.091
76 H 2.74995 -1.93728 2.75282  C69 1.090
77 H 3.29702 -3.59701 2.61404  C69 1.096
78 H 4.35199 -3.05660 -0.35741  C71 1.096
79 H 2.74344 -3.31807 -1.00354  C71 1.090
80 H 4.03984 -5.08251 1.14515  C72 1.091
81 H 3.85743 -5.48231 -0.56000  C72 1.090
82 H 2.42632 -5.29854 0.46916  C72 1.091
83 C 8.43222 -3.98084 7.65726  C84 1.519, H88 1.091, H89 1.090, H90 1.091
84 C 7.84148 -2.96158 6.69839  C83 1.519, O85 1.416, H91 1.090, H92 1.096
85 O 7.15702 -3.53187 5.59783  C84 1.416, C86 1.416
86 C 6.05089 -4.35705 5.91422  O85 1.416, C87 1.520, H93 1.096, H94 1.090
87 C 4.95139 -3.64583 6.68514  C86 1.520, H95 1.091, H96 1.090, H97 1.091
88 H 9.11162 -4.65188 7.13029  C83 1.091
89 H 8.98702 -3.47270 8.44646  C83 1.090
90 H 7.66348 -4.59039 8.13390  C83 1.091
91 H 8.64405 -2.36934 6.25898  C84 1.090
92 H 7.19068 -2.26028 7.23264  C84 1.096
93 H 6.38412 -5.25230 6.45110  C86 1.096
94 H 5.65382 -4.69674 4.95708  C86 1.090
95 H 5.29325 -3.29669 7.66009  C87 1.091
96 H 4.11270 -4.32258 6.85117  C87 1.090
97 H 4.59536 -2.77788 6.12805  C87 1.091

total charge: 0
molecular weight: 618.76 g mol⁻¹
SMILES: C=CC[C@@H]1[C@H](CCCC)[C@H](CCC)S(=O)(=O)O[C@@]1(Br)NCC.CCOCC.CCOCC.CCOCC
HOMO: -9.313 eV